[1]
{
  "formula": "C30H31CeN10O4",
  "method": "ωB97M-V with the def2-TZVPD basis set",
  "total_charge": 0,
  "spin_multiplicity": 2,
  "elements": ["Ce", "O", "C", "N", "C", "C", "C", "C", "C", "C", "N", "C", "C", "C", "C", "C", "N", "H", "H", "H", "H", "H", "H", "H", "H", "H", "H", "N", "C", "N", "C", "N", "C", "C", "N", "C", "C", "N", "H", "H", "H", "H", "H", "C", "C", "C", "C", "O", "H", "H", "H", "H", "H", "H", "H", "H", "H", "N", "H", "H", "H", "O", "C", "N", "C", "O", "C", "C", "C", "C", "C", "C", "H", "H", "H", "H"],
  "coordinates": [[0.2847, 0.4016, -0.1484], [4.0209, -1.1821, -0.8835], [3.2065, -0.6267, -0.1464], [2.6858, 0.6051, -0.2735], [3.1962, 1.3369, -1.4101], [2.4216, 2.6158, -1.6287], [2.8379, 3.5228, -2.6037], [2.0928, 4.6650, -2.8134], [0.9497, 4.8799, -2.0475], [0.6094, 3.9312, -1.1052], [1.3302, 2.8244, -0.8945], [2.7454, -1.3761, 1.1054], [3.4694, -2.4957, 1.4901], [3.1242, -3.1219, 2.6753], [2.0616, -2.6285, 3.4148], [1.3613, -1.5429, 2.9186], [1.6953, -0.9183, 1.7915], [3.1748, 0.7467, -2.3358], [4.2539, 1.6030, -1.2734], [3.7313, 3.3132, -3.1773], [2.3922, 5.3824, -3.5671], [0.3277, 5.7532, -2.1854], [-0.2837, 4.0347, -0.4996], [4.2755, -2.8272, 0.8525], [3.6766, -3.9880, 3.0181], [1.7484, -3.0858, 4.3429], [0.4830, -1.1775, 3.4368], [1.2322, 3.2830, 3.6199], [1.4567, 2.9440, 2.3477], [0.5799, 2.0365, 1.9807], [-0.1631, 1.8475, 3.1008], [0.2001, 2.5759, 4.1317], [-1.2744, 0.8816, 3.1077], [-2.1238, 0.7227, 4.1937], [-3.1335, -0.1403, 4.1655], [-3.2788, -0.8420, 3.0477], [-2.4232, -0.6988, 1.9625], [-1.4226, 0.1720, 1.9893], [1.7273, 3.9464, 4.1890], [2.2378, 3.3513, 1.7273], [-1.9738, 1.3087, 5.0917], [-4.0958, -1.5512, 3.0001], [-2.5411, -1.3000, 1.0728], [-3.9768, 0.7544, -1.0706], [-2.9482, 1.8753, -0.9524], [-2.9141, 2.6924, -2.2431], [-3.2900, 2.7801, 0.2304], [-1.6720, 1.3185, -0.7451], [-4.9636, 1.1335, -1.3506], [-4.0845, 0.2310, -0.1196], [-3.6565, 0.0325, -1.8240], [-3.8443, 3.2351, -2.4305], [-2.7302, 2.0436, -3.1031], [-2.0986, 3.4175, -2.1889], [-4.2872, 3.2197, 0.1392], [-2.5668, 3.5956, 0.3059], [-3.2567, 2.2100, 1.1613], [0.2310, 0.7909, -2.8418], [-0.7550, 0.9510, -2.6378], [0.3549, -0.1368, -3.2460], [0.5209, 1.4935, -3.5102], [0.6847, -2.0684, -3.0455], [0.3545, -2.6349, -2.0207], [0.0792, -2.0483, -0.7927], [-0.2809, -3.0493, 0.0892], [-0.6199, -2.9093, 1.2527], [-0.2323, -4.3723, -0.6177], [-0.4994, -5.6476, -0.1622], [-0.3530, -6.6837, -1.0795], [0.0434, -6.4316, -2.3947], [0.3073, -5.1374, -2.8322], [0.1588, -4.1218, -1.9087], [-0.8021, -5.8232, 0.8615], [-0.5468, -7.7035, -0.7718], [0.1495, -7.2595, -3.0839], [0.6184, -4.9294, -3.8473]],
  "mulliken_spin": [1.0178, -0.0005, -0.0007, -0.0049, 0.0000, 0.0006, -0.0002, -0.0001, 0.0004, 0.0028, 0.0025, -0.0038, -0.0014, 0.0002, 0.0000, 0.0016, 0.0016, -0.0003, 0.0000, 0.0000, 0.0000, 0.0000, -0.0009, 0.0000, 0.0000, 0.0000, 0.0000, 0.0000, 0.0030, -0.0045, 0.0036, -0.0001, 0.0006, 0.0004, 0.0001, 0.0013, 0.0039, -0.0040, -0.0001, 0.0002, 0.0000, 0.0000, -0.0016, -0.0002, -0.0007, 0.0011, -0.0005, -0.0151, 0.0000, -0.0001, -0.0001, -0.0002, -0.0001, -0.0002, -0.0001, -0.0003, 0.0001, -0.0032, -0.0002, -0.0005, 0.0003, 0.0000, 0.0006, 0.0043, -0.0014, -0.0002, -0.0011, 0.0000, 0.0000, 0.0000, 0.0001, -0.0003, 0.0000, 0.0000, 0.0000, 0.0000]
}

=====

[2]
{
  "formula": "C30H31CeN3O4SiTe",
  "method": "ωB97M-V with the def2-TZVPD basis set",
  "total_charge": 2,
  "elements": ["Ce", "C", "C", "C", "C", "Si", "O", "C", "C", "C", "C", "C", "C", "C", "C", "C", "C", "C", "C", "H", "H", "H", "H", "H", "H", "H", "H", "H", "H", "H", "H", "H", "H", "H", "H", "H", "H", "H", "O", "N", "O", "O", "C", "Te", "C", "C", "C", "C", "C", "C", "C", "H", "H", "H", "H", "H", "H", "H", "H", "N", "C", "C", "C", "C", "C", "N", "C", "H", "H", "H", "H"],
  "coordinates": [[0.8223, 0.0995, -0.9030], [3.0411, 1.4333, 2.1227], [1.8907, 1.0608, 3.0454], [0.9280, 2.2656, 3.1530], [2.4127, 0.7251, 4.4307], [0.9908, -0.4220, 2.3489], [0.2528, 0.1810, 0.9533], [-0.3561, -1.1292, 3.3342], [-0.8764, -2.4218, 3.0527], [-2.0726, -2.8463, 3.5351], [-2.8023, -1.9915, 4.3914], [-2.3735, -0.6897, 4.6510], [-1.1542, -0.2676, 4.1188], [1.9624, -1.6855, 1.3989], [3.3465, -1.7834, 1.6218], [4.1167, -2.6184, 0.8240], [3.4404, -3.4547, -0.0977], [2.0814, -3.3546, -0.3250], [1.3259, -2.4410, 0.4199], [3.4983, 2.3447, 2.4782], [2.7610, 1.6409, 1.0891], [3.8080, 0.6703, 2.0892], [1.5608, 3.1093, 3.4766], [0.1899, 2.1320, 3.9753], [0.4110, 2.5197, 2.1947], [2.9466, 1.5434, 4.8992], [3.0934, -0.1625, 4.4754], [1.5492, 0.4518, 5.0616], [-0.3152, -3.0907, 2.4527], [-2.4558, -3.8514, 3.3067], [-3.7104, -2.2770, 4.8307], [-2.9612, -0.0191, 5.2477], [-0.8525, 0.7231, 4.3164], [3.8935, -1.2285, 2.3969], [5.2206, -2.6804, 0.9738], [4.0502, -4.1685, -0.6687], [1.5716, -4.0401, -1.0315], [0.2470, -2.4092, 0.3970], [3.5755, -0.2468, -3.5583], [2.8748, -0.3865, -2.6227], [3.0549, 0.1455, -1.4665], [1.7064, -0.9546, -2.7521], [-3.0757, 0.1563, -2.6573], [-2.2833, -1.2935, -1.2641], [-2.2347, -2.4925, -3.0289], [-3.5475, -2.0837, -3.6448], [-4.3214, -2.8883, -4.4549], [-5.5319, -2.4315, -4.9662], [-5.9179, -1.1294, -4.7209], [-5.1545, -0.3064, -3.8902], [-3.9507, -0.7708, -3.4503], [-2.2517, 0.6231, -3.2527], [-3.6326, 0.9655, -2.1016], [-2.2052, -3.5907, -2.8509], [-1.3324, -2.2381, -3.6081], [-4.0199, -3.9157, -4.5686], [-6.2337, -3.0688, -5.4712], [-6.9033, -0.8047, -5.0925], [-5.4824, 0.6877, -3.5988], [4.3440, 6.0520, -2.4109], [3.4633, 5.3467, -2.1866], [2.2088, 4.6748, -1.8495], [1.0971, 5.5212, -1.8639], [-0.1472, 4.9390, -1.6587], [-0.2370, 3.5801, -1.4427], [0.8528, 2.7981, -1.3455], [2.0470, 3.3585, -1.5792], [1.1266, 6.5667, -2.0985], [-1.0715, 5.4923, -1.6834], [-1.1873, 3.1105, -1.3157], [2.8879, 2.7162, -1.5809]],
  "lowdin_charge": [1.2713, -0.0645, -0.6019, -0.0594, -0.0672, 0.5894, -0.4385, -0.1897, -0.0927, -0.0558, -0.0319, -0.0396, -0.0645, -0.2316, -0.0551, -0.0109, -0.0339, -0.0453, -0.1851, 0.1016, 0.0638, 0.0679, 0.1012, 0.0777, 0.0897, 0.0971, 0.1012, 0.0884, 0.0855, 0.1243, 0.0970, 0.1119, 0.0623, 0.1113, 0.1415, 0.1293, 0.1397, 0.0713, 0.2536, -0.4626, -0.0967, -0.1238, -0.3711, 1.4313, -0.3710, -0.3305, -0.0139, -0.0438, -0.0447, -0.0265, -0.3644, 0.0769, 0.0878, 0.0891, 0.0717, 0.1209, 0.1160, 0.1270, 0.1245, 0.2090, -0.1365, -0.1660, 0.0558, 0.0040, -0.0874, -0.0113, -0.0748, 0.1414, 0.1280, 0.1164, 0.1158]
}

=====

[3]
{
  "formula": "C30H31Cl2InN2S5",
  "method": "ωB97M-V with the def2-TZVPD basis set",
  "total_charge": -2,
  "elements": ["In", "Cl", "C", "C", "C", "C", "C", "Cl", "C", "S", "H", "H", "H", "S", "S", "S", "S", "N", "C", "C", "C", "C", "C", "C", "C", "C", "C", "C", "C", "C", "H", "H", "H", "H", "H", "H", "H", "H", "H", "H", "C", "C", "C", "C", "C", "C", "C", "C", "N", "C", "C", "C", "C", "H", "H", "H", "H", "H", "H", "H", "H", "H", "H", "H", "H", "H", "H", "H", "H", "H", "H"],
  "coordinates": [[-1.0405, 0.8137, 0.6984], [1.1884, -2.3039, -3.1979], [2.4644, -2.4839, -4.3749], [2.1733, -3.2660, -5.4761], [3.1288, -3.4648, -6.4629], [4.3685, -2.8622, -6.3122], [4.6334, -2.0852, -5.2004], [6.2293, -1.3755, -5.1133], [3.7088, -1.8397, -4.1541], [4.0498, -0.8805, -2.7751], [1.1921, -3.7160, -5.5526], [2.9104, -4.0747, -7.3300], [5.1431, -2.9892, -7.0576], [-3.3028, 1.7156, 1.5250], [-3.7514, 2.9496, -0.0744], [-3.4735, 1.7149, -1.6881], [-1.4308, 1.3934, -1.7160], [1.4170, 0.1028, -0.5269], [2.1385, -0.3002, 0.6047], [2.6462, -1.5992, 0.6619], [3.3608, -2.0292, 1.7646], [3.5777, -1.1747, 2.8375], [3.0615, 0.1103, 2.7874], [2.3376, 0.5707, 1.6886], [1.8126, 1.9649, 1.6805], [2.6758, 2.9992, 2.0519], [2.2334, 4.3112, 2.1116], [0.9145, 4.6011, 1.7941], [0.0565, 3.5756, 1.4180], [0.4766, 2.2449, 1.3503], [1.6677, -0.4477, -1.3471], [1.5422, 1.0859, -0.7374], [2.5058, -2.2461, -0.1946], [3.7555, -3.0380, 1.7803], [4.1289, -1.5088, 3.7081], [3.2011, 0.7820, 3.6275], [3.7097, 2.7650, 2.2811], [2.9193, 5.1020, 2.3936], [0.5556, 5.6239, 1.8298], [-0.9732, 3.8173, 1.1718], [-2.5002, -2.7970, -2.7680], [-2.2481, -3.0681, -1.3075], [-2.4480, -4.3450, -0.7784], [-2.2069, -4.5581, 0.5678], [-2.4055, -5.9249, 1.1764], [-1.7854, -3.5154, 1.3857], [-1.5767, -2.2060, 0.8979], [-1.8137, -2.0476, -0.4877], [-1.1970, -1.1124, 1.6446], [-1.1140, -1.2031, 3.1151], [-2.4783, -1.5536, 3.7379], [0.0107, -2.1466, 3.5855], [-0.7407, 0.1696, 3.6848], [-3.2546, -3.4796, -3.1652], [-1.5880, -2.9278, -3.3532], [-2.8399, -1.7719, -2.9206], [-2.7878, -5.1562, -1.4144], [-2.7420, -6.6422, 0.4263], [-3.1501, -5.8974, 1.9764], [-1.4759, -6.3017, 1.6101], [-1.6355, -3.7512, 2.4253], [-1.6794, -1.0742, -0.9448], [-2.8995, -2.4808, 3.3583], [-3.1875, -0.7539, 3.5124], [-2.3827, -1.6364, 4.8251], [-0.1894, -3.2022, 3.4239], [0.1840, -2.0017, 4.6561], [0.9293, -1.8948, 3.0550], [-1.4584, 0.9426, 3.3996], [0.2545, 0.4723, 3.3604], [-0.7384, 0.1146, 4.7759]],
  "nbo_charge": [1.3662, -0.0193, -0.0576, -0.2392, -0.2791, -0.2445, -0.0593, -0.0430, -0.2132, -0.4343, 0.2119, 0.1951, 0.2053, -0.5194, -0.0746, -0.0622, -0.4681, -0.8375, 0.2783, -0.2606, -0.1920, -0.2740, -0.1908, -0.1309, -0.0819, -0.2113, -0.2355, -0.2314, -0.2192, -0.4375, 0.4279, 0.3915, 0.2374, 0.2013, 0.1957, 0.2019, 0.2030, 0.1925, 0.1948, 0.2193, -0.6341, 0.0275, -0.3311, 0.1039, -0.6400, -0.3911, 0.3078, -0.3155, -0.8124, 0.1196, -0.6273, -0.6265, -0.6169, 0.1916, 0.2262, 0.2232, 0.1822, 0.1984, 0.2003, 0.2043, 0.1902, 0.2198, 0.2127, 0.2191, 0.1861, 0.1999, 0.1874, 0.2380, 0.2230, 0.2263, 0.2015]
}

=====

[4]
{
  "formula": "C30H31F5MoN9O3",
  "method": "ωB97M-V with the def2-TZVPD basis set",
  "total_charge": 1,
  "spin_multiplicity": 3,
  "elements": ["Mo", "C", "O", "C", "C", "C", "C", "C", "C", "N", "N", "C", "O", "C", "C", "C", "C", "C", "C", "C", "O", "H", "H", "H", "H", "H", "H", "H", "H", "H", "H", "H", "H", "C", "N", "C", "C", "N", "N", "C", "N", "N", "H", "H", "H", "H", "H", "H", "H", "H", "H", "H", "H", "N", "C", "C", "C", "C", "C", "C", "C", "C", "N", "C", "H", "H", "H", "H", "H", "H", "H", "H", "F", "C", "F", "C", "F", "F", "F"],
  "coordinates": [[-0.1946, 0.1144, 0.5046], [-2.4780, -0.7404, -3.8441], [-1.0829, -0.5415, -4.0607], [-0.2963, -1.5384, -3.5289], [0.3845, -2.3871, -4.3669], [1.2574, -3.3600, -3.8612], [1.4176, -3.4732, -2.5018], [0.7478, -2.6009, -1.6266], [0.8257, -2.8180, -0.2037], [0.4158, -1.9836, 0.6836], [0.3686, -2.4796, 1.9967], [-0.5489, -1.8113, 2.6235], [-1.1849, -0.8182, 2.0529], [-0.9217, -2.1871, 4.0022], [-0.3509, -3.3045, 4.6103], [-0.7075, -3.6417, 5.9029], [-1.6365, -2.8728, 6.5941], [-2.2073, -1.7627, 5.9906], [-1.8501, -1.4177, 4.6958], [-0.1229, -1.6087, -2.1230], [-0.7572, -0.7768, -1.3459], [-2.9852, 0.1335, -4.2490], [-2.7000, -0.8330, -2.7796], [-2.8238, -1.6333, -4.3706], [0.2364, -2.2757, -5.4342], [1.7798, -4.0249, -4.5342], [2.0612, -4.2380, -2.0831], [1.1858, -3.7773, 0.1636], [0.3631, -3.8980, 4.0561], [-0.2645, -4.5092, 6.3738], [-1.9151, -3.1411, 7.6047], [-2.9282, -1.1621, 6.5291], [-2.2792, -0.5484, 4.2206], [-2.1103, 4.9392, -1.8886], [-1.0220, 4.1217, -1.3678], [0.3066, 4.6995, -1.2047], [-1.2329, 2.8724, -0.9029], [-0.3308, 2.1573, -0.3176], [-2.5037, 2.3670, -1.0993], [-3.0455, 1.3050, -0.4122], [-4.4002, 1.1955, -0.5750], [-2.3320, 0.4931, 0.2657], [-1.7205, 5.9253, -2.1175], [-2.9099, 5.0596, -1.1550], [-2.5175, 4.5342, -2.8193], [0.3194, 5.6812, -1.6662], [1.0621, 4.0845, -1.6981], [0.5652, 4.8119, -0.1487], [0.5186, 2.6757, -0.1409], [-3.1128, 2.8373, -1.7449], [-4.9433, 2.0441, -0.6039], [-4.8495, 0.4394, -0.0835], [-2.8635, -0.1701, 0.8187], [1.9651, -0.0346, 1.4211], [3.0088, -0.4338, 0.5167], [4.1296, -1.1130, 0.8859], [5.1017, -1.4487, -0.0877], [4.9327, -1.0875, -1.3923], [3.7652, -0.3937, -1.7973], [3.4948, -0.0052, -3.1281], [2.3208, 0.6296, -3.4133], [1.3903, 0.8468, -2.3801], [1.6045, 0.5053, -1.1299], [2.7941, -0.0857, -0.8316], [1.8936, -0.7108, 2.1818], [2.2030, 0.8540, 1.8580], [4.2787, -1.3908, 1.9221], [5.9900, -1.9865, 0.2133], [5.6836, -1.3344, -2.1319], [4.2123, -0.2236, -3.9093], [2.0691, 0.9244, -4.4220], [0.4166, 1.2641, -2.6045], [0.9300, 2.5031, 2.0785], [-0.0567, 1.5160, 2.2861], [0.3874, 0.8550, 3.4109], [-1.2627, 2.3435, 2.7914], [-2.3237, 1.5776, 3.0640], [-1.6583, 3.2516, 1.8704], [-0.9562, 3.0210, 3.8977]],
  "mulliken_spin": [1.9782, 0.0000, 0.0000, 0.0035, -0.0014, 0.0125, -0.0061, 0.0165, 0.0224, -0.0401, 0.0219, 0.0136, 0.0068, -0.0167, -0.0019, 0.0012, -0.0016, 0.0010, -0.0004, 0.0066, 0.0154, 0.0001, 0.0010, -0.0001, 0.0006, 0.0010, 0.0000, -0.0051, -0.0003, 0.0001, -0.0001, 0.0001, 0.0007, -0.0004, 0.0012, 0.0012, 0.0234, -0.0199, 0.0067, 0.0128, 0.0027, -0.0230, -0.0001, 0.0002, 0.0002, 0.0002, 0.0001, -0.0005, 0.0119, -0.0001, 0.0007, -0.0001, 0.0103, -0.0306, 0.0502, 0.0063, -0.0015, 0.0037, -0.0048, 0.0030, -0.0026, 0.0268, -0.0100, -0.0510, 0.0072, 0.0088, 0.0000, 0.0000, 0.0001, 0.0000, -0.0005, -0.0032, 0.0010, -0.0742, 0.0070, 0.0083, 0.0003, -0.0004, -0.0008]
}

=====

It is found that the largest force on an atom values, taken in the order of the records, are 0.0235 0.0540 0.0022 0.0092 hartree/bohr.
It is found that the ΔE to the lowest compared entry with this formula, charge and spin values, taken in the order of the records, are 43.46 31.25 0.00 0.99 kJ/mol.
It is found that the molecular weight values, taken in the order of the records, are 735.76 793.40 765.65 756.57 u.